Formula: C64H176N16O16
Source: the OMol25 dataset
Level of theory: ωB97M-V with the def2-TZVPD basis set

Properties
Kohn-Sham gap ... 8.65 eV
Energy above the lowest of the compared OMol25 structures with the same formula, charge and spin ... 152.5 kcal/mol

The geometry in ORCA input format:
```
! wB97M-V def2-TZVPD RIJCOSX def2/J DEFGRID3
* xyz 0 1
C 24.112 -23.676 -0.888
C 25.204 -23.101 -1.848
C 25.758 -24.085 -2.872
O 26.335 -25.110 -2.180
C 27.741 -24.931 -1.884
N 24.564 -21.951 -2.511
H 24.449 -24.605 -0.427
H 23.224 -23.934 -1.465
H 23.764 -22.814 -0.319
H 26.064 -22.627 -1.374
H 26.426 -23.673 -3.628
H 24.955 -24.477 -3.497
H 28.393 -25.027 -2.753
H 28.039 -25.693 -1.164
H 27.990 -24.018 -1.344
H 24.443 -21.215 -1.830
H 23.592 -22.176 -2.674
C 25.501 -16.006 -4.031
C 25.235 -16.163 -2.561
C 25.320 -17.599 -1.985
O 25.147 -17.570 -0.601
C 25.228 -18.875 0.000
N 26.160 -15.391 -1.791
H 26.462 -16.357 -4.406
H 25.466 -14.962 -4.341
H 24.734 -16.523 -4.608
H 24.228 -15.775 -2.404
H 26.228 -18.108 -2.309
H 24.531 -18.183 -2.458
H 24.440 -19.570 -0.291
H 25.312 -18.729 1.077
H 26.185 -19.257 -0.355
H 26.160 -15.723 -0.837
H 27.022 -15.696 -2.220
C 18.799 -14.746 -4.086
C 18.774 -16.269 -4.021
C 20.179 -16.844 -4.284
O 20.545 -16.300 -5.532
C 21.539 -17.135 -6.119
N 18.288 -16.619 -2.717
H 17.764 -14.410 -4.034
H 19.367 -14.338 -4.922
H 19.374 -14.357 -3.246
H 18.042 -16.715 -4.694
H 20.157 -17.928 -4.175
H 20.941 -16.687 -3.521
H 22.326 -17.338 -5.393
H 22.068 -16.578 -6.893
H 21.120 -18.105 -6.386
H 17.400 -16.170 -2.539
H 18.908 -16.244 -2.014
C 17.105 -20.061 -4.627
C 16.035 -20.582 -3.646
C 16.092 -22.081 -3.545
O 15.493 -22.663 -4.687
C 14.990 -24.000 -4.487
N 16.248 -19.939 -2.368
H 16.853 -20.630 -5.522
H 18.095 -20.423 -4.351
H 17.093 -18.989 -4.829
H 15.053 -20.251 -3.983
H 15.581 -22.465 -2.662
H 17.144 -22.348 -3.446
H 15.814 -24.645 -4.181
H 14.641 -24.368 -5.452
H 14.180 -24.033 -3.758
H 16.657 -19.033 -2.546
H 17.072 -20.370 -1.974
C 22.886 -24.065 -8.462
C 21.577 -24.707 -8.939
C 21.150 -25.948 -8.058
O 22.257 -26.870 -7.959
C 22.107 -27.797 -6.881
N 20.587 -23.707 -8.778
H 22.759 -23.542 -7.514
H 23.375 -23.447 -9.215
H 23.679 -24.793 -8.289
H 21.796 -24.985 -9.970
H 20.457 -26.476 -8.712
H 20.747 -25.661 -7.087
H 22.893 -28.551 -6.823
H 21.234 -28.394 -7.147
H 21.815 -27.197 -6.019
H 19.730 -24.033 -9.203
H 20.846 -22.967 -9.415
C 21.758 -20.200 -1.357
C 20.736 -20.627 -2.453
C 20.710 -22.125 -2.691
O 21.858 -22.614 -3.367
C 21.486 -23.622 -4.336
N 19.442 -20.186 -2.030
H 21.568 -20.642 -0.379
H 21.748 -19.117 -1.231
H 22.766 -20.381 -1.730
H 21.083 -20.193 -3.391
H 19.822 -22.510 -3.191
H 20.755 -22.609 -1.715
H 22.381 -23.889 -4.899
H 20.728 -23.362 -5.075
H 21.174 -24.525 -3.812
H 19.382 -19.182 -1.932
H 19.231 -20.694 -1.183
C 17.603 -18.837 -8.448
C 17.258 -19.404 -9.777
C 16.430 -18.342 -10.643
O 15.177 -18.063 -10.080
C 14.213 -19.032 -10.331
N 18.607 -19.794 -10.238
H 18.342 -18.041 -8.532
H 18.075 -19.563 -7.786
H 16.745 -18.387 -7.947
H 16.601 -20.251 -9.579
H 16.336 -18.571 -11.704
H 16.899 -17.358 -10.619
H 14.202 -19.222 -11.404
H 13.251 -18.708 -9.933
H 14.433 -20.038 -9.975
H 18.475 -19.491 -11.192
H 18.568 -20.802 -10.281
C 25.209 -19.885 -7.019
C 24.618 -19.854 -5.607
C 23.244 -20.639 -5.413
O 22.315 -20.176 -6.423
C 20.948 -20.643 -6.386
N 25.687 -20.458 -4.787
H 25.535 -20.889 -7.289
H 26.014 -19.152 -7.066
H 24.475 -19.545 -7.750
H 24.551 -18.805 -5.318
H 22.873 -20.390 -4.419
H 23.442 -21.710 -5.462
H 20.898 -21.722 -6.237
H 20.464 -20.352 -7.319
H 20.424 -20.184 -5.548
H 25.324 -20.716 -3.881
H 25.872 -21.326 -5.269
C 28.779 -20.828 -1.901
C 29.156 -20.403 -3.324
C 28.870 -21.548 -4.351
O 29.933 -22.500 -4.275
C 29.897 -23.526 -5.286
N 28.244 -19.331 -3.586
H 27.713 -20.909 -1.688
H 29.127 -20.045 -1.227
H 29.207 -21.787 -1.608
H 30.199 -20.088 -3.342
H 28.869 -21.103 -5.346
H 27.865 -21.958 -4.258
H 30.048 -22.977 -6.216
H 28.968 -24.095 -5.283
H 30.733 -24.211 -5.149
H 27.364 -19.751 -3.851
H 28.494 -18.852 -4.439
C 29.911 -19.187 -7.723
C 30.191 -17.954 -6.841
C 30.371 -16.652 -7.574
O 31.237 -16.941 -8.796
C 31.110 -15.924 -9.746
N 29.213 -17.861 -5.756
H 29.841 -20.116 -7.157
H 30.743 -19.398 -8.395
H 29.026 -19.065 -8.348
H 31.177 -18.076 -6.393
H 30.879 -15.913 -6.955
H 29.416 -16.234 -7.892
H 31.738 -16.072 -10.624
H 31.294 -14.948 -9.296
H 30.075 -15.942 -10.087
H 29.786 -17.565 -4.979
H 28.564 -17.088 -5.795
C 26.713 -11.770 -7.012
C 27.204 -12.807 -8.017
C 26.509 -14.126 -7.547
O 26.933 -15.209 -8.369
C 26.500 -16.531 -8.020
N 26.734 -12.424 -9.345
H 25.679 -11.936 -6.710
H 26.692 -10.780 -7.469
H 27.420 -11.769 -6.182
H 28.279 -12.978 -7.946
H 25.427 -13.991 -7.538
H 26.810 -14.222 -6.503
H 26.857 -17.312 -8.691
H 25.417 -16.526 -7.892
H 26.842 -16.781 -7.016
H 26.753 -13.228 -9.956
H 27.488 -11.933 -9.804
C 16.225 -28.771 -7.071
C 17.070 -27.729 -7.806
C 17.393 -26.538 -6.841
O 18.078 -25.456 -7.469
C 18.114 -24.371 -6.554
N 18.243 -28.361 -8.432
H 15.272 -28.304 -6.825
H 16.658 -29.100 -6.126
H 15.980 -29.550 -7.793
H 16.543 -27.291 -8.653
H 17.967 -27.036 -6.060
H 16.525 -26.137 -6.318
H 18.328 -24.674 -5.529
H 17.191 -23.791 -6.578
H 18.877 -23.598 -6.648
H 18.831 -27.652 -8.845
H 17.921 -29.018 -9.128
C 16.931 -23.484 -11.701
C 17.220 -23.884 -10.257
C 15.908 -24.179 -9.473
O 15.133 -22.992 -9.138
C 15.554 -22.369 -7.908
N 18.248 -24.899 -10.222
H 17.785 -23.451 -12.377
H 16.631 -22.436 -11.719
H 16.116 -23.930 -12.270
H 17.688 -23.047 -9.739
H 16.063 -24.822 -8.606
H 15.357 -24.917 -10.056
H 16.601 -22.066 -7.928
H 15.262 -23.131 -7.186
H 14.999 -21.451 -7.716
H 18.070 -25.624 -10.903
H 18.158 -25.313 -9.305
C 27.702 -22.338 -8.333
C 28.449 -22.901 -9.509
C 29.734 -22.027 -9.786
O 29.372 -20.848 -10.467
C 30.519 -20.240 -11.064
N 28.842 -24.283 -9.142
H 28.121 -22.664 -7.382
H 26.699 -22.742 -8.192
H 27.689 -21.249 -8.382
H 27.818 -22.750 -10.385
H 30.350 -22.525 -10.534
H 30.380 -21.830 -8.931
H 30.327 -19.167 -11.094
H 30.739 -20.753 -12.000
H 31.465 -20.239 -10.521
H 28.091 -24.757 -8.661
H 28.987 -24.822 -9.984
C 22.348 -18.815 -9.845
C 22.230 -20.147 -10.598
C 23.635 -20.756 -10.727
O 24.702 -20.049 -11.408
C 25.959 -20.646 -11.348
N 21.331 -21.077 -9.837
H 23.152 -18.160 -10.181
H 22.540 -19.057 -8.800
H 21.315 -18.473 -9.789
H 21.811 -19.940 -11.583
H 23.538 -21.817 -10.957
H 23.906 -20.847 -9.675
H 26.358 -20.451 -10.352
H 26.687 -20.331 -12.095
H 25.870 -21.679 -11.682
H 20.422 -20.636 -9.838
H 21.641 -20.984 -8.880
C 28.839 -17.501 0.296
C 29.607 -16.833 -0.810
C 30.982 -17.501 -1.032
O 31.733 -17.386 0.178
C 33.071 -17.827 0.055
N 28.805 -16.821 -2.039
H 29.476 -17.878 1.096
H 28.297 -18.352 -0.117
H 28.163 -16.709 0.620
H 29.714 -15.777 -0.562
H 31.497 -17.036 -1.873
H 30.814 -18.527 -1.362
H 33.655 -17.907 0.972
H 33.532 -17.280 -0.768
H 33.010 -18.841 -0.339
H 29.298 -16.493 -2.858
H 28.688 -17.776 -2.346
*
```

These are the Mulliken partial charges, in e, on atoms 1 to 99: -1.3553 0.5972 -0.0897 -0.4606 -0.5413 1.2030 0.4390 0.0889 0.3519 0.1540 -0.1039 0.1413 0.2264 0.3616 0.1925 -0.4364 -0.5172 -0.8206 0.2019 1.2763 -0.6287 0.1428 -0.9115 -0.2636 0.6779 0.0018 0.3215 -0.2497 -0.1393 -0.3291 0.3917 -0.2008 0.3563 0.3389 -1.4749 0.5063 -0.0113 -0.4652 -0.1367 -0.5275 0.4384 0.3077 0.3475 0.0149 -0.1327 0.1683 0.0467 0.4489 -0.2206 0.2796 0.2833 0.1441 0.5383 -0.5427 -0.1706 -0.9603 -0.9366 -0.2669 -0.2601 0.2122 0.3433 0.4981 -0.1608 0.3600 0.2933 0.3856 0.2947 0.2969 -1.3620 0.4448 -0.1480 -0.4622 -0.6218 0.3831 0.0409 0.1355 0.5882 0.3643 0.0730 0.2134 0.2826 0.2769 0.1744 -0.3453 0.2441 -0.7347 2.1366 -1.0606 0.2259 -0.6340 -0.0722 0.4930 0.5351 -0.7488 -1.8356 -0.0164 0.3923 0.1837 -0.2941

Formula: C64H30Br2F5I4LuN10OS2
Source: the OMol25 dataset
Level of theory: ωB97M-V with the def2-TZVPD basis set

Properties
Kohn-Sham gap (spin up / spin down) ... 5.37 / 5.37 eV
Energy above the lowest of the compared OMol25 structures with the same formula, charge and spin ... 0.0 kcal/mol

The geometry in ORCA input format:
```
! wB97M-V def2-TZVPD RIJCOSX def2/J DEFGRID3
* xyz -2 1
Lu 0.012 -0.141 0.137
I -1.132 -0.114 -9.653
C -1.124 0.104 -7.537
C -0.002 -0.265 -6.821
C 0.003 -0.086 -5.452
C -1.104 0.448 -4.793
C -2.221 0.806 -5.542
C -2.235 0.639 -6.915
C -1.036 0.630 -3.333
C -2.031 0.085 -2.515
C -3.238 -0.560 -2.982
C -4.034 -0.709 -1.900
C -3.283 -0.225 -0.765
C -3.748 -0.251 0.551
C -5.165 -0.600 0.797
C -5.626 -1.910 0.742
C -6.948 -2.198 1.032
C -7.802 -1.167 1.372
I -9.817 -1.605 1.891
C -7.377 0.146 1.413
C -6.052 0.421 1.128
C -3.002 0.062 1.693
N -1.777 0.642 1.725
C -1.471 0.819 3.037
C -0.363 1.547 3.501
C -0.217 1.738 4.950
C 1.016 1.491 5.559
C 1.187 1.644 6.921
C 0.109 2.050 7.683
I 0.371 2.335 9.769
C -1.124 2.305 7.117
C -1.281 2.154 5.752
C 0.588 2.162 2.664
C 1.505 3.177 3.122
C 2.113 3.674 2.019
C 1.550 2.976 0.890
N 0.675 2.028 1.315
C 1.796 3.328 -0.446
C 1.196 2.747 -1.578
C 1.335 3.266 -2.913
C 0.599 2.462 -3.717
C -0.020 1.484 -2.866
N 0.374 1.662 -1.579
C 2.696 4.468 -0.693
C 2.400 5.729 -0.178
C 3.227 6.812 -0.406
C 4.364 6.637 -1.172
I 5.644 8.295 -1.527
C 4.684 5.404 -1.707
C 3.847 4.329 -1.469
C -2.493 0.228 3.872
C -3.462 -0.207 3.035
N -2.073 0.240 -1.166
H 0.855 -0.699 -7.316
H 0.856 -0.391 -4.863
H -3.080 1.243 -5.052
H -3.108 0.919 -7.489
H -3.432 -0.863 -3.993
H -5.019 -1.133 -1.856
H -4.937 -2.696 0.464
H -7.299 -3.218 0.990
H -8.061 0.946 1.661
H -5.702 1.441 1.162
H 1.840 1.155 4.945
H 2.146 1.444 7.381
H -1.960 2.617 7.727
H -2.239 2.372 5.305
H 1.632 3.502 4.138
H 2.870 4.435 1.982
H 1.899 4.134 -3.194
H 0.434 2.553 -4.773
H 1.503 5.860 0.407
H 2.979 7.781 -0.001
H 5.574 5.276 -2.308
H 4.103 3.364 -1.882
H -2.454 0.124 4.940
H -4.379 -0.703 3.293
Br 4.396 -5.671 2.997
C 3.319 -4.453 2.035
C 1.942 -4.590 2.059
C 1.197 -3.655 1.359
N 1.721 -2.660 0.664
C 3.045 -2.574 0.599
C 3.895 -3.446 1.285
C 3.596 -1.536 -0.287
C 4.735 -1.835 -1.040
C 5.208 -0.873 -1.907
Br 6.746 -1.213 -2.971
C 4.566 0.348 -1.998
C 3.446 0.538 -1.204
N 2.951 -0.370 -0.377
H 1.465 -5.392 2.601
H 0.118 -3.702 1.355
H 4.969 -3.329 1.233
H 5.185 -2.815 -0.993
H 4.906 1.110 -2.683
H 2.916 1.475 -1.253
F -0.349 -7.145 -3.963
C -0.057 -5.882 -3.577
C -0.786 -4.795 -4.054
F -1.812 -4.998 -4.907
C -0.452 -3.512 -3.668
F -1.199 -2.509 -4.165
C 0.647 -3.211 -2.832
S 1.158 -1.615 -2.523
C 1.349 -4.341 -2.366
F 2.442 -4.189 -1.585
C 0.999 -5.633 -2.705
F 1.706 -6.670 -2.207
O -3.242 -3.366 -0.542
S -1.756 -3.396 -0.435
N -1.068 -2.156 -0.017
N 0.793 -0.851 2.278
C 0.833 -1.288 3.357
C 0.960 -1.805 4.616
C 0.036 -1.538 5.621
N -0.709 -1.309 6.472
C 2.090 -2.567 4.895
N 3.041 -3.186 5.109
*
```

These are the Mulliken partial charges, in e, on atoms 1 to 99: 3.0433 -0.0127 -0.2868 -0.8262 0.0376 -0.3730 -0.1716 -0.8313 1.6420 0.6437 -1.3931 -1.8037 0.2549 0.8549 -0.8729 0.3293 -0.8435 -0.0398 -0.0036 -0.7091 0.0904 0.0958 -0.3233 0.8750 0.5964 0.5403 -0.3130 -0.7944 -0.2285 -0.0046 -0.7617 -0.5187 0.5759 -1.8677 -1.7988 0.6415 0.2268 1.0325 0.4005 -2.0889 -1.9112 0.0311 0.2056 0.2291 -0.6549 -0.7162 -0.1804 0.0134 -0.7028 0.1558 -1.2405 -1.9895 -0.2488 0.4488 0.5577 0.5957 0.4111 0.7347 0.5300 0.7264 0.4233 0.3799 0.5155 0.6235 0.3889 0.3960 0.6192 0.5642 0.6183 0.5462 0.5383 0.5701 0.3793 0.3983 0.3630 0.7809 0.5522 -0.1807 -0.3369 -1.1120 -0.4208 1.6444 0.0279 -0.7930 0.8513 -0.8388 -0.8571 -0.2362 -0.9054 0.4144 0.4459 0.4762 0.1559 0.7086 0.5248 0.5155 -0.2082 -0.3418 0.8014

no.,energy (Ha)
1,-4623.44199
2,-11949.99619